Here is 2 unconnected molecules or ions with the total composition C2H2S3 at a distorted geometry from the Open Molecules 2025 dataset. Energies are from ωB97M-V/def2-TZVPD.

Each line ends with the Löwdin charge.
Positions of all 7 atoms, in Å:
1 C 0.45 0.13 -2.55  -1.489
2 C -0.33 -0.15 2.08  -0.458
3 S 0.91 1.61 -2.40  0.696
4 S 0.03 -1.33 -2.89  0.699
5 S -0.10 0.30 0.48  0.595
6 H -0.24 -1.09 2.45  -0.049
7 H -0.72 0.54 2.83  0.006

Summary:
LUMO (alpha / beta), eV: -0.74 / -0.74
Orbital gap (alpha / beta), eV: 8.1433 / 8.1428
Relative energy (zero: lowest compared OMol25 entry of this formula, charge and spin), kJ/mol: 65.53
Multiplicity: 1
HOMO energy (alpha / beta), eV: -8.884 / -8.883
DFT total energy, eV: -34610.423



Here is C22H19NO3S in the gas phase at a distorted geometry from the Open Molecules 2025 dataset. Energies are from ωB97M-V/def2-TZVPD.

Each line ends with the Löwdin charge.
Positions of all 46 atoms, in Å:
1 C 1.45 0.10 -3.00  -0.050
2 O 1.56 -0.28 -1.61  -0.153
3 C 0.76 0.52 -0.76  -0.296
4 C 1.65 1.38 0.15  -0.162
5 C 1.14 2.55 0.72  -0.042
6 C 1.92 3.28 1.62  -0.072
7 C 3.25 2.91 1.84  -0.086
8 C 3.78 1.76 1.24  -0.069
9 C 2.96 0.98 0.41  -0.019
10 C -0.09 -0.36 0.11  -0.266
11 C -0.95 0.46 0.92  -0.220
12 N -1.78 1.09 1.45  0.234
13 C 0.68 -1.40 0.90  -0.202
14 C 1.09 -1.04 2.18  -0.029
15 C 1.86 -1.90 2.96  -0.064
16 C 2.18 -3.17 2.47  -0.081
17 C 1.74 -3.55 1.20  -0.059
18 C 1.03 -2.65 0.40  -0.031
19 S -1.45 -1.55 -0.93  0.803
20 O -0.85 -1.78 -2.23  -0.305
21 O -1.90 -2.64 -0.11  -0.290
22 C -2.93 -0.52 -1.17  -0.291
23 C -4.13 -0.90 -0.59  -0.051
24 C -5.26 -0.08 -0.74  -0.059
25 C -5.15 1.12 -1.44  -0.071
26 C -3.94 1.49 -2.03  -0.063
27 C -2.83 0.64 -1.92  -0.068
28 H 2.29 -0.32 -3.56  0.094
29 H 0.50 -0.30 -3.41  0.073
30 H 1.47 1.19 -3.11  0.097
31 H 0.08 1.17 -1.34  0.147
32 H 0.13 2.87 0.45  0.112
33 H 1.48 4.12 2.14  0.105
34 H 3.88 3.51 2.51  0.102
35 H 4.81 1.45 1.41  0.106
36 H 3.34 0.06 -0.06  0.128
37 H 0.76 -0.08 2.58  0.123
38 H 2.17 -1.58 3.95  0.107
39 H 2.78 -3.86 3.08  0.104
40 H 1.94 -4.56 0.83  0.109
41 H 0.71 -2.98 -0.59  0.108
42 H -4.18 -1.84 -0.03  0.114
43 H -6.21 -0.39 -0.30  0.111
44 H -6.02 1.78 -1.53  0.106
45 H -3.85 2.43 -2.59  0.110
46 H -1.89 0.87 -2.43  0.107

Summary:
SMILES: CO[C@H](c1ccccc1)[C@](C#N)(c1ccccc1)S(=O)(=O)c1ccccc1
LUMO, eV: 0.12
Orbital gap, eV: 9.3218
Relative energy (zero: lowest compared OMol25 entry of this formula, charge and spin), kJ/mol: 267.96
Multiplicity: 1
HOMO energy, eV: -9.205
DFT total energy, eV: -41588.103



Here is C5H8N2 in the gas phase at a distorted geometry from the Open Molecules 2025 dataset. Energies are from ωB97M-V/def2-TZVPD.

Each line ends with the Löwdin charge.
Positions of all 15 atoms, in Å:
1 C -0.90 -1.42 0.39  -0.131
2 C -1.20 -0.44 1.22  -0.182
3 N -1.32 0.89 0.71  -0.054
4 C -0.30 1.16 -0.32  -0.212
5 C 0.97 0.33 -0.03  -0.212
6 C 1.00 -1.04 -0.71  -0.177
7 N -0.26 -1.97 -0.52  0.092
8 H -1.23 -0.59 2.29  0.099
9 H -2.26 1.13 0.42  0.110
10 H -0.65 0.89 -1.33  0.115
11 H -0.08 2.24 -0.34  0.111
12 H 1.82 0.71 -0.60  0.107
13 H 1.25 0.38 1.04  0.123
14 H 0.95 -0.83 -1.79  0.102
15 H 1.98 -1.49 -0.48  0.110

Summary:
SMILES: C1=CNCCCN=1
LUMO, eV: 1.02
Orbital gap, eV: 9.4758
Relative energy (zero: lowest compared OMol25 entry of this formula, charge and spin), kJ/mol: 284.74
Multiplicity: 1
HOMO energy, eV: -8.451
DFT total energy, eV: -8292.045



Here is a molecular structure, C3H7O3Pb at a distorted geometry from the Open Molecules 2025 dataset. Energies are from ωB97M-V/def2-TZVPD.

Each line ends with the Löwdin charge.
Positions of all 14 atoms, in Å:
1 O 0.21 1.58 -0.59  -0.496
2 C -0.76 1.34 0.39  -0.397
3 C -0.75 -0.13 0.79  -0.330
4 O -1.87 -0.89 0.42  0.017
5 C -2.00 -0.84 -0.84  0.074
6 Pb 1.49 0.11 -0.30  1.599
7 H -1.77 1.62 0.03  0.137
8 H -0.57 1.93 1.31  0.124
9 H -0.71 -0.30 1.87  0.102
10 H 3.60 -1.48 0.47  0.082
11 H -2.62 -1.63 -1.27  0.122
12 H -1.77 -0.04 -1.56  0.125
13 O 3.37 -0.75 -0.12  -0.239
14 H 4.16 -0.51 -0.61  0.081

Summary:
Charge: +1
LUMO (alpha / beta), eV: -5.51 / -4.83
Orbital gap (alpha / beta), eV: 6.0282 / 6.8122
Relative energy (zero: lowest compared OMol25 entry of this formula, charge and spin), kJ/mol: 272.58
Multiplicity: 1
HOMO energy (alpha / beta), eV: -11.535 / -11.644
DFT total energy, eV: -14601.388



Here is a molecular structure, C16H20N4O5S at a distorted geometry from the Open Molecules 2025 dataset. Energies are from ωB97M-V/def2-TZVPD.

Each line ends with the Löwdin charge.
Positions of all 46 atoms, in Å:
1 C -0.32 -2.90 4.16  0.037
2 H -1.07 -2.95 3.30  0.117
3 O 0.35 -1.58 3.92  -0.076
4 C 1.01 -1.18 2.95  -0.354
5 C 1.19 -1.86 1.93  -0.112
6 C 1.79 -1.70 0.84  -0.135
7 C 2.28 -0.49 0.87  -0.221
8 C 2.43 0.47 1.77  0.105
9 C 1.74 0.08 2.95  -0.105
10 O 1.57 1.05 3.88  -0.066
11 C 1.15 0.61 5.12  -0.112
12 H 1.70 -0.09 5.70  0.089
13 H -0.04 0.81 5.16  0.149
14 H 1.24 1.62 5.66  0.107
15 H 2.87 1.48 1.73  0.159
16 N 3.04 -0.09 -0.38  -0.214
17 O 3.59 1.13 -0.38  -0.012
18 O 2.97 -0.76 -1.38  0.093
19 C 2.11 -2.74 -0.49  -0.425
20 O 2.90 -3.65 -0.25  0.096
21 N 1.20 -2.76 -1.31  0.097
22 C 0.10 -2.13 -1.59  -0.529
23 N -0.53 -2.18 -2.81  0.023
24 N -1.56 -1.29 -2.87  -0.020
25 C -1.30 -0.25 -2.12  -0.466
26 C -2.50 0.90 -2.04  -0.169
27 H -2.72 1.33 -0.84  0.194
28 H -3.36 0.49 -2.50  0.105
29 C -2.01 2.02 -2.67  -0.669
30 C -2.06 1.74 -4.26  -0.017
31 H -1.34 0.78 -4.53  0.137
32 H -2.90 1.70 -4.59  -0.047
33 H -1.53 2.52 -4.88  0.098
34 C -0.55 2.53 -2.26  0.009
35 H -0.22 3.39 -2.74  0.049
36 H 0.22 1.49 -2.77  0.192
37 H -0.34 2.66 -1.32  0.000
38 C -3.05 3.11 -2.46  -0.039
39 H -3.88 3.00 -2.76  -0.051
40 H -2.78 3.39 -1.41  0.110
41 H -2.75 4.12 -3.11  0.158
42 S -0.50 -0.82 -0.56  1.109
43 H 1.31 -3.51 -1.95  0.185
44 H 0.67 -3.00 2.04  0.202
45 H 0.65 -3.68 4.16  0.170
46 H -0.79 -2.80 5.07  0.048

Summary:
LUMO, eV: -0.58
Orbital gap, eV: 7.9843
Relative energy (zero: lowest compared OMol25 entry of this formula, charge and spin), kJ/mol: 2007.32
Multiplicity: 1
HOMO energy, eV: -8.568
DFT total energy, eV: -43931.734



Here is a molecular structure, C40H47F4N4SbSiV from the Open Molecules 2025 dataset. Energies are from ωB97M-V/def2-TZVPD.

Each line ends with the Löwdin spin population.
Positions of all 98 atoms, in Å:
1 V 1.30 1.17 -0.06  1.936
2 C 2.62 2.52 -2.45  0.001
3 N 1.79 2.90 -1.30  -0.001
4 C 2.48 3.96 -0.55  0.005
5 C 0.47 3.39 -1.76  0.006
6 C -0.46 3.56 -0.56  0.003
7 N -0.08 2.55 0.40  0.003
8 C -0.62 2.52 1.66  0.002
9 C -0.02 1.64 2.56  0.003
10 F 1.14 1.04 2.08  0.021
11 C -0.45 1.41 3.84  0.000
12 F 0.22 0.54 4.61  0.000
13 C -1.55 2.09 4.32  0.002
14 C -2.16 2.99 3.47  0.000
15 F -3.22 3.68 3.89  0.000
16 C -1.71 3.22 2.18  0.001
17 F -2.37 4.11 1.41  0.000
18 H 2.79 3.39 -3.10  0.000
19 H 2.13 1.74 -3.03  0.000
20 H 3.58 2.15 -2.09  0.000
21 H 2.68 4.81 -1.21  0.001
22 H 3.41 3.58 -0.16  0.000
23 H 1.86 4.29 0.29  0.000
24 H 0.07 2.67 -2.46  0.001
25 H 0.60 4.34 -2.30  0.000
26 H -1.49 3.45 -0.91  0.000
27 H -0.39 4.57 -0.14  0.000
28 H -1.93 1.93 5.32  0.000
29 C 4.43 2.52 2.12  0.001
30 C 4.30 1.13 1.57  0.003
31 C 5.03 0.09 2.10  -0.001
32 C 4.84 -1.20 1.60  0.005
33 C 3.93 -1.42 0.59  0.001
34 C 3.25 -0.31 0.06  0.013
35 N 3.45 0.94 0.53  0.002
36 N 2.22 -0.38 -0.86  -0.015
37 Si 2.45 -1.54 -2.19  -0.001
38 C 4.18 -1.23 -2.82  -0.001
39 C 2.27 -3.34 -1.67  0.000
40 C 1.24 -1.23 -3.57  0.001
41 H 5.18 2.55 2.91  0.000
42 H 3.48 2.86 2.54  0.000
43 H 4.74 3.23 1.35  0.000
44 H 5.73 0.28 2.90  0.000
45 H 5.39 -2.03 2.02  0.000
46 H 3.72 -2.41 0.22  0.000
47 H 4.95 -1.49 -2.09  0.000
48 H 4.32 -0.18 -3.10  0.000
49 H 4.37 -1.83 -3.72  0.000
50 H 3.23 -3.86 -1.73  0.000
51 H 1.58 -3.85 -2.34  0.000
52 H 1.88 -3.47 -0.66  0.000
53 H 1.27 -0.22 -3.96  0.000
54 H 0.22 -1.47 -3.30  0.000
55 H 1.52 -1.90 -4.38  0.000
56 C -2.68 -1.79 2.95  0.000
57 C -3.32 -0.60 2.30  0.000
58 C -4.48 -0.08 2.88  0.000
59 C -5.14 1.02 2.34  0.000
60 C -4.63 1.63 1.20  0.000
61 C -3.49 1.12 0.61  0.000
62 C -2.83 0.01 1.14  0.000
63 Sb -1.14 -0.55 -0.05  0.002
64 C -2.24 -0.41 -1.87  0.000
65 C -1.75 0.49 -2.81  0.002
66 C -2.44 0.80 -3.97  0.000
67 C -3.67 0.19 -4.19  0.000
68 C -4.17 -0.71 -3.26  0.000
69 C -3.49 -1.02 -2.09  0.000
70 C -4.15 -1.97 -1.12  0.000
71 C -0.79 -2.65 0.13  0.000
72 C -1.31 -3.52 -0.82  0.000
73 C -1.06 -4.89 -0.74  0.000
74 C -0.29 -5.38 0.30  0.000
75 C 0.25 -4.51 1.23  0.000
76 C 0.03 -3.14 1.16  0.000
77 C 0.71 -2.22 2.14  0.001
78 H -3.35 -2.24 3.68  0.000
79 H -1.77 -1.50 3.48  0.000
80 H -2.41 -2.56 2.22  0.000
81 H -4.88 -0.55 3.77  0.000
82 H -6.03 1.40 2.82  0.000
83 H -5.12 2.50 0.77  0.000
84 H -3.12 1.60 -0.29  0.000
85 H -0.79 0.96 -2.64  0.002
86 H -2.04 1.50 -4.68  0.000
87 H -4.23 0.40 -5.09  0.000
88 H -5.13 -1.18 -3.45  0.000
89 H -4.56 -2.83 -1.66  0.000
90 H -4.98 -1.47 -0.62  0.000
91 H -3.48 -2.34 -0.35  0.000
92 H -1.91 -3.14 -1.64  0.000
93 H -1.48 -5.55 -1.48  0.000
94 H -0.11 -6.44 0.38  0.000
95 H 0.87 -4.90 2.04  0.000
96 H 1.14 -2.78 2.97  0.000
97 H 0.03 -1.48 2.56  0.000
98 H 1.53 -1.68 1.65  0.001

Summary:
Charge: +1
LUMO (alpha / beta), eV: -2.91 / -2.51
Orbital gap (alpha / beta), eV: 7.2117 / 7.8398
Relative energy (zero: lowest compared OMol25 entry of this formula, charge and spin), kJ/mol: 60.71
Multiplicity: 3
HOMO energy (alpha / beta), eV: -10.120 / -10.347
DFT total energy, eV: -99173.043



Here is a molecular structure, C23H21MoN2O5S from the Open Molecules 2025 dataset. Energies are from ωB97M-V/def2-TZVPD.

Each line ends with the Löwdin charge.
Positions of all 53 atoms, in Å:
1 Mo 4.30 0.36 -0.33  1.947
2 O 4.08 -1.41 0.06  -0.220
3 C 4.31 -2.68 -0.38  -0.243
4 C 3.93 -3.76 0.39  0.036
5 C 4.21 -5.03 -0.11  0.011
6 C 4.83 -5.22 -1.34  -0.018
7 C 5.19 -4.13 -2.10  0.022
8 C 4.94 -2.83 -1.62  -0.135
9 C 5.28 -1.70 -2.41  0.012
10 N 5.11 -0.45 -2.10  -0.123
11 C 5.47 0.61 -3.06  -0.158
12 C 6.36 1.57 -2.31  -0.146
13 N 5.79 1.73 -0.94  -0.106
14 C 6.31 2.68 -0.21  -0.004
15 C 6.04 3.00 1.14  -0.136
16 C 6.70 4.09 1.75  0.025
17 C 6.46 4.37 3.08  -0.018
18 C 5.57 3.58 3.81  0.014
19 C 4.91 2.50 3.23  0.038
20 C 5.15 2.23 1.91  -0.247
21 O 4.54 1.19 1.28  -0.221
22 H 3.45 -3.62 1.34  0.139
23 H 3.92 -5.90 0.48  0.134
24 H 5.03 -6.22 -1.70  0.130
25 H 5.67 -4.26 -3.06  0.136
26 H 5.72 -1.90 -3.39  0.160
27 H 4.55 1.10 -3.39  0.135
28 H 5.98 0.19 -3.93  0.139
29 H 6.40 2.54 -2.80  0.143
30 H 7.37 1.17 -2.22  0.142
31 H 7.07 3.30 -0.70  0.162
32 H 7.39 4.69 1.17  0.136
33 H 6.96 5.20 3.55  0.130
34 H 5.39 3.81 4.85  0.134
35 H 4.22 1.89 3.80  0.139
36 C -17.95 -0.70 0.64  -0.006
37 C -16.47 -0.73 0.53  -0.187
38 C -15.67 -0.11 1.50  0.017
39 C -14.30 -0.14 1.40  -0.002
40 C -13.73 -0.80 0.30  -0.340
41 C -14.51 -1.44 -0.70  -0.004
42 C -15.87 -1.39 -0.56  0.014
43 S -12.07 -0.85 0.16  0.989
44 O -11.32 -0.21 1.17  -0.172
45 O -11.54 -1.53 -0.95  -0.171
46 O 2.93 0.97 -0.97  -0.292
47 H -18.29 -0.20 1.54  0.093
48 H -18.35 -1.72 0.63  0.110
49 H -18.38 -0.20 -0.24  0.112
50 H -16.13 0.39 2.33  0.137
51 H -13.67 0.34 2.15  0.134
52 H -14.03 -1.94 -1.53  0.134
53 H -16.49 -1.87 -1.31  0.141

Summary:
Charge: +3
LUMO, eV: -9.71
Orbital gap, eV: 6.5187
Relative energy (zero: lowest compared OMol25 entry of this formula, charge and spin), kJ/mol: 0.00
Multiplicity: 1
HOMO energy, eV: -16.229
DFT total energy, eV: -50075.778



Here is 2 unconnected molecules or ions with the total composition C32H27N2O at a distorted geometry from the Open Molecules 2025 dataset. Energies are from ωB97M-V/def2-TZVPD.

Each line ends with the Löwdin charge.
Positions of all 62 atoms, in Å:
1 H 0.57 -1.35 -0.05  0.075
2 C 0.94 -1.98 -0.92  -0.163
3 H 0.67 -1.44 -1.84  0.125
4 C 2.43 -2.10 -0.81  -0.052
5 C 3.02 -3.21 -0.32  -0.062
6 N 2.32 -4.39 -0.15  -0.046
7 C 2.93 -5.53 0.45  -0.212
8 C 3.62 -5.38 1.66  -0.019
9 C 4.15 -6.50 2.29  -0.037
10 C 4.10 -7.76 1.67  -0.274
11 C 4.74 -8.95 2.32  -0.053
12 C 3.43 -7.89 0.45  -0.026
13 C 2.80 -6.79 -0.14  -0.008
14 C 1.00 -4.45 -0.55  0.035
15 C 0.29 -3.33 -0.85  -0.121
16 C -1.19 -3.45 -0.82  -0.509
17 N -1.89 -2.31 -1.09  0.183
18 O -1.73 -4.52 -0.55  0.040
19 H 3.04 -1.21 -1.02  0.105
20 H 4.08 -3.26 -0.05  0.136
21 H 3.70 -4.39 2.13  0.110
22 H 4.61 -6.41 3.27  0.119
23 H 4.84 -9.77 1.61  0.079
24 H 5.74 -8.70 2.69  0.084
25 H 4.16 -9.31 3.18  0.089
26 H 3.40 -8.87 -0.03  0.119
27 H 2.22 -6.91 -1.06  0.122
28 H 0.55 -5.45 -0.45  0.148
29 H -1.48 -1.41 -1.29  0.083
30 H -2.89 -2.33 -0.93  0.116
31 C 0.03 0.52 1.04  0.024
32 C 0.88 -0.07 2.07  -0.151
33 C 0.74 -1.43 2.45  -0.019
34 C 1.42 -1.93 3.57  -0.039
35 C 2.24 -1.08 4.33  -0.032
36 C 2.45 0.25 3.91  -0.045
37 C 1.81 0.73 2.77  0.004
38 C 0.31 1.69 0.22  -0.097
39 C -0.93 2.15 -0.35  -0.088
40 C -1.00 3.37 -1.00  0.015
41 C 0.14 4.19 -1.07  -0.019
42 C 1.37 3.72 -0.57  -0.038
43 C 1.47 2.44 0.01  0.008
44 C -1.99 1.24 0.09  -0.096
45 C -1.39 0.24 0.94  -0.125
46 C -2.21 -0.66 1.62  0.010
47 C -3.60 -0.55 1.52  -0.042
48 C -4.18 0.43 0.70  -0.023
49 C -3.37 1.32 -0.02  0.015
50 H 0.08 -2.10 1.89  0.111
51 H 1.30 -2.98 3.85  0.121
52 H 2.72 -1.45 5.25  0.121
53 H 3.12 0.91 4.46  0.119
54 H 1.96 1.77 2.46  0.113
55 H -1.96 3.69 -1.41  0.124
56 H 0.08 5.18 -1.52  0.123
57 H 2.26 4.36 -0.61  0.119
58 H 2.44 2.05 0.30  0.122
59 H -1.75 -1.41 2.26  0.111
60 H -4.22 -1.23 2.11  0.122
61 H -5.27 0.50 0.64  0.122
62 H -3.80 2.09 -0.67  0.123

Summary:
Charge: +1
LUMO, eV: -5.93
Orbital gap, eV: 3.8043
Multiplicity: 1
HOMO energy, eV: -9.735
DFT total energy, eV: -38643.035